1.
16
Properties=species:S:1:pos:R:3:forces:R:3:lowdin_charge:R:1 method="wB97M-V/def2-TZVPD" smiles=CC.CC homo_lumo_gap_ev=12.63 molar_mass_da=60.140 spin_multiplicity=1
C -1.291059 -0.050464 -0.335178 -0.839 -0.128 0.101 -0.18
C -2.713173 -0.145774 -0.886448 -0.001 0.162 -0.077 -0.17
H -0.996024 0.942277 -0.023259 -0.053 0.600 -0.556 0.06
H -1.187548 -0.568259 0.621139 0.142 -0.724 -0.426 0.07
H -0.666968 -0.407703 -1.145633 0.611 -0.146 0.404 0.06
H -3.441459 0.219363 -0.182854 -0.372 0.312 0.233 0.05
H -2.805241 0.410614 -1.821487 -0.033 0.158 0.126 0.06
H -3.017991 -1.162723 -1.131082 0.269 -0.180 0.114 0.06
C 2.009399 -0.611198 0.268481 0.926 1.536 -0.039 -0.16
C 1.987252 0.750975 1.011905 0.164 -0.409 -1.197 -0.17
H 2.370733 -1.371665 0.955014 -0.637 -0.441 -0.093 0.06
H 1.046672 -0.715609 -0.217574 0.077 -0.846 0.377 0.01
H 2.755751 -0.559865 -0.524055 0.040 -0.042 -0.158 0.06
H 1.654444 1.531800 0.323546 -0.484 -0.067 0.122 0.06
H 2.994599 1.097930 1.241903 -0.055 -0.319 0.742 0.06
H 1.300613 0.640301 1.845583 0.246 0.533 0.328 0.06

2.
65
Properties=species:S:1:pos:R:3:forces:R:3:lowdin_charge:R:1 method="wB97M-V/def2-TZVPD" s2=3.763 homo_lumo_gap_ev="6.67 / 6.49" molar_mass_da=433.455 spin_multiplicity=4
Co 0.482752 0.931753 -1.385375 -0.038 2.562 0.112 0.83
C 0.785091 3.165369 -1.725155 -2.338 -8.192 1.257 -0.80
O 1.568138 2.631758 -0.947172 8.942 2.382 9.378 -0.08
O -0.384584 2.778984 -1.373770 -10.345 3.889 5.268 -0.14
O 0.878460 2.451837 -2.692388 3.695 -0.903 -15.780 -0.08
C -1.978430 -0.517391 2.339517 -0.366 -1.651 -0.513 -0.05
C -1.759417 0.936009 2.558606 -0.801 0.864 1.004 -0.49
C -2.248245 1.168431 4.021457 -0.080 1.762 0.516 -0.13
C -1.245467 1.580482 5.067613 2.033 -0.329 0.421 -0.20
C 0.079078 0.799132 4.916612 -0.876 0.014 -1.265 -0.11
C 0.707103 1.205069 3.465848 -0.312 -0.228 0.843 -0.44
N -0.345363 1.213793 2.429565 -1.124 0.294 1.812 -0.13
O 0.038609 1.331971 1.110264 1.058 0.177 0.014 -0.03
C 1.311003 2.620462 3.646323 0.450 -0.434 0.030 -0.03
C 1.776993 0.177667 3.068463 0.372 -0.074 0.396 -0.04
C -2.651493 1.776706 1.566453 0.599 -0.683 -0.140 -0.01
H -2.964123 -0.857091 2.657479 -0.188 0.082 -0.139 0.08
H -1.259407 -1.050327 2.961677 0.048 -0.184 -0.056 0.09
H -1.850282 -0.825249 1.301773 0.181 0.014 -0.167 0.07
H -2.811319 2.101695 4.028494 -1.112 -0.471 -0.385 0.11
H -2.814583 0.336453 4.440007 -0.218 0.041 -0.481 0.12
H -1.619996 1.522043 6.089583 -0.342 -0.501 -0.032 0.11
H -1.024766 2.645681 4.998758 0.177 0.085 -0.329 0.10
H -0.090530 -0.274308 5.000784 -0.527 -0.336 -0.768 0.10
H 0.684168 0.865440 5.820807 0.850 1.066 -0.483 0.11
H 1.868795 2.608856 4.582709 0.158 0.185 0.021 0.08
H 2.020655 2.860463 2.854549 -0.049 -0.008 -0.164 0.08
H 0.579979 3.427254 3.699156 -0.172 -0.240 -0.025 0.08
H 1.322763 -0.734449 2.681387 -0.167 -0.037 0.189 0.08
H 2.504525 0.488823 2.318812 -0.238 0.432 -0.119 0.08
H 2.361711 -0.065284 3.955692 0.077 -0.162 0.072 0.08
H -3.707660 1.527637 1.669396 0.020 -0.313 0.238 0.08
H -2.347675 1.506098 0.555239 -0.087 0.079 -0.104 0.06
H -2.611075 2.865242 1.605908 0.495 -0.007 0.463 0.09
H 0.236551 2.271263 1.097618 0.243 0.408 -1.358 0.10
C 1.962720 -3.116749 -2.230928 -0.912 0.070 -0.449 -0.01
C 1.693058 -1.643125 -2.578008 2.157 0.848 0.789 -0.48
C 1.990008 -1.267707 -4.057724 -0.548 0.407 -0.438 -0.12
C 0.807109 -1.420554 -5.006732 0.434 -1.196 1.261 -0.17
C -0.439230 -0.802307 -4.382053 0.787 0.129 -1.730 -0.13
C -0.836489 -1.234511 -2.978984 -0.640 -1.376 0.002 -0.48
N 0.391040 -1.177502 -2.116941 -1.313 3.360 -2.352 -0.15
O 0.083489 -1.207862 -0.765980 0.486 -1.076 0.491 -0.01
C -1.908158 -0.262209 -2.519196 0.359 1.531 1.029 -0.02
C -1.395646 -2.651872 -2.905321 0.516 -0.929 -0.896 -0.02
C 2.746430 -0.805185 -1.791400 0.179 -1.539 -0.224 -0.02
H 1.223309 -3.714633 -2.763762 0.092 -0.341 0.173 0.07
H 2.948075 -3.496333 -2.501281 0.026 0.387 -0.058 0.09
H 1.841104 -3.245915 -1.155469 -0.024 -0.206 0.064 0.08
H 2.304365 -0.227350 -4.141102 -0.078 0.231 0.497 0.12
H 2.867267 -1.821757 -4.391698 -0.072 -0.320 0.131 0.12
H 0.998167 -1.020867 -6.002643 0.038 0.161 0.158 0.12
H 0.647049 -2.492314 -5.124335 -0.205 -0.230 -0.275 0.11
H -1.147177 -1.023041 -5.180923 -1.021 0.051 0.697 0.13
H -0.292802 0.276876 -4.426835 -0.095 0.197 0.386 0.13
H -1.541833 0.743277 -2.726324 0.043 0.415 -0.039 0.08
H -2.095571 -0.252058 -1.445481 0.046 -0.448 0.153 0.08
H -2.899677 -0.254698 -2.971887 0.269 -0.755 -0.456 0.11
H -0.706204 -3.360119 -3.364831 0.073 0.056 -0.432 0.06
H -2.325805 -2.734505 -3.467525 -0.126 0.005 0.305 0.10
H -1.484440 -3.097576 -1.914585 -0.490 0.568 0.322 0.09
H 2.716023 0.272080 -1.954680 -0.170 0.075 0.023 0.08
H 2.729944 -1.100259 -0.742227 0.019 0.379 0.140 0.09
H 3.674493 -1.194756 -2.209780 0.407 0.392 0.246 0.09
H -0.042577 -2.138740 -0.568055 -0.257 -0.430 0.758 0.11

Relative energy (zero: lowest compared OMol25 entry of this formula, charge and spin) values (in kJ/mol) by entry order: 37.9, 713.5.
Calculated total energy values (in eV) by entry order: -4342.135, -71152.754.